No. 1
13
Properties=species:S:1:pos:R:3:lowdin_charge:R:1 method="wB97M-V/def2-TZVPD" e_tot_ha=-340.73811 gap_ev=9.8 total_charge=0
C -2.286 0.387 0.102 -0.087
O -1.349 -0.630 0.375 -0.068
C -0.084 -0.275 0.087 -0.414
N 0.338 0.953 -0.173 0.094
N 1.682 0.801 -0.264 -0.040
C 2.085 -0.477 -0.082 -0.104
C 0.953 -1.220 0.130 -0.009
H -3.251 -0.083 -0.079 0.088
H -2.336 1.087 0.944 0.094
H -1.945 0.886 -0.807 0.081
H 2.258 1.602 -0.465 0.147
H 3.126 -0.763 -0.091 0.113
H 0.809 -2.268 0.324 0.105



No. 2
13
Properties=species:S:1:pos:R:3:lowdin_charge:R:1 method="wB97M-V/def2-TZVPD" e_tot_ha=-340.66580 gap_ev=8.5 total_charge=0
C -0.350 0.001 0.599 -0.137
C -1.299 -1.103 0.188 -0.110
C 0.355 0.779 -0.293 -0.410
N 0.575 2.110 -0.293 0.176
C 1.396 -1.120 -0.366 -0.326
O 1.249 0.071 -1.038 0.069
N 1.825 -2.199 -0.332 0.185
H -0.648 0.502 1.516 0.099
H 0.035 2.687 0.328 0.115
H 1.473 2.451 -0.603 0.116
H -1.107 -1.444 -0.829 0.077
H -1.167 -1.960 0.851 0.075
H -2.337 -0.774 0.272 0.072



No. 3
13
Properties=species:S:1:pos:R:3:lowdin_charge:R:1 method="wB97M-V/def2-TZVPD" e_tot_ha=-340.60700 gap_ev=8.8 total_charge=0
C 2.268 -0.008 -0.350 -0.088
C 1.372 -1.025 -0.894 -0.316
N 0.648 -1.826 -1.312 0.126
C -0.942 0.785 -0.597 0.187
C -1.616 0.559 0.620 -0.639
O -2.913 0.438 0.939 0.098
N -0.632 0.231 1.387 0.168
H 3.256 -0.436 -0.165 0.080
H 1.835 0.372 0.578 0.060
H 2.354 0.821 -1.056 0.084
H -1.266 0.033 -1.338 0.026
H -3.455 0.564 0.147 0.121
H -0.910 -0.507 2.041 0.091



No. 4
13
Properties=species:S:1:pos:R:3:lowdin_charge:R:1 method="wB97M-V/def2-TZVPD" e_tot_ha=-340.66451 gap_ev=8.6 total_charge=0
C 1.666 0.151 0.533 -0.004
C 0.423 0.733 -0.064 -0.396
C -0.743 -0.338 -0.346 -0.304
C -0.703 -1.361 -1.190 0.086
N -1.647 -0.180 0.676 -0.032
N -1.967 0.904 1.187 0.093
O 0.214 1.880 -0.348 0.088
H -1.735 1.759 0.642 0.065
H 1.414 -0.365 1.457 0.096
H 2.387 0.944 0.720 0.087
H 2.093 -0.569 -0.163 0.089
H -1.553 -2.019 -1.284 0.067
H 0.153 -1.539 -1.821 0.065



No. 5
13
Properties=species:S:1:pos:R:3:lowdin_charge:R:1 method="wB97M-V/def2-TZVPD" e_tot_ha=-340.63108 gap_ev=9.0 total_charge=0
N 0.601 -1.417 -0.402 0.069
C -0.249 -0.317 0.003 -0.386
C 0.589 0.923 0.156 -0.450
O 1.907 0.734 0.403 0.057
N 0.106 2.065 -0.118 0.136
C -1.820 0.189 -0.253 0.110
C -1.499 -0.697 0.628 -0.040
H 1.133 -1.333 -1.257 0.087
H 0.164 -2.327 -0.329 0.082
H 2.030 -0.209 0.602 0.093
H 0.825 2.779 -0.012 0.062
H -2.037 1.195 -0.560 0.085
H -1.853 -1.565 1.154 0.097



No. 6
13
Properties=species:S:1:pos:R:3:lowdin_charge:R:1 method="wB97M-V/def2-TZVPD" e_tot_ha=-340.74311 gap_ev=9.5 total_charge=0
C -2.099 -0.285 -0.295 -0.067
O -1.199 -0.130 0.799 -0.087
C 0.068 0.166 0.440 -0.364
C 0.658 1.305 -0.029 -0.092
N 1.970 1.047 -0.374 0.049
C 2.167 -0.208 -0.074 -0.221
N 1.047 -0.818 0.419 0.116
H -2.156 0.637 -0.888 0.093
H -3.070 -0.492 0.154 0.088
H -1.813 -1.120 -0.953 0.096
H 0.234 2.306 -0.062 0.111
H 3.073 -0.777 -0.258 0.114
H 1.092 -1.575 1.104 0.165



No. 7
13
Properties=species:S:1:pos:R:3:lowdin_charge:R:1 method="wB97M-V/def2-TZVPD" e_tot_ha=-340.69117 gap_ev=10.9 total_charge=0
N -2.035 0.892 -0.400 0.167
C -1.189 0.006 -0.126 -0.393
O -1.292 -1.362 -0.137 0.005
C 0.117 -1.540 0.179 -0.050
C 0.300 -0.020 0.125 -0.352
C 1.249 0.979 -0.444 -0.081
N 1.224 0.680 0.977 0.068
H -2.947 0.491 -0.631 0.065
H 0.190 -1.944 1.192 0.123
H 0.611 -2.225 -0.516 0.123
H 0.840 1.947 -0.742 0.113
H 2.116 0.687 -1.032 0.104
H 0.816 1.409 1.555 0.108



No. 8
13
Properties=species:S:1:pos:R:3:lowdin_charge:R:1 method="wB97M-V/def2-TZVPD" e_tot_ha=-340.66691 gap_ev=10.2 total_charge=0
C -2.027 0.797 0.579 -0.113
C -2.200 -0.497 0.297 -0.140
C -0.360 0.123 -0.381 -0.308
C 2.212 -0.446 0.024 -0.140
N -0.776 1.195 0.112 0.127
N 1.317 0.115 -1.048 -0.004
O -1.130 -0.954 -0.326 0.094
H -2.690 1.611 0.720 0.099
H -3.020 -1.209 0.508 0.139
H 2.937 -1.142 -0.423 0.068
H 2.703 0.346 0.554 0.059
H 1.528 -1.014 0.661 0.068
H 1.506 1.074 -1.278 0.051



Listing energy above the lowest of the compared OMol25 structures with the same formula, charge and spin for the structures above in their given order: 1.546; 3.513; 5.113; 3.548; 4.458; 1.410; 2.823; 3.483 eV.